{"formula": "C40H38BiBrI2N11O2Sb", "method": "ωB97M-V with the def2-TZVPD basis set", "elements": ["Bi", "I", "I", "Sb", "Br", "O", "O", "N", "N", "N", "N", "N", "N", "N", "N", "N", "N", "N", "C", "C", "C", "C", "C", "C", "C", "C", "C", "C", "C", "C", "C", "C", "C", "C", "C", "C", "C", "C", "C", "C", "C", "C", "C", "C", "C", "C", "C", "C", "C", "C", "C", "C", "C", "C", "C", "C", "C", "C", "H", "H", "H", "H", "H", "H", "H", "H", "H", "H", "H", "H", "H", "H", "H", "H", "H", "H", "H", "H", "H", "H", "H", "H", "H", "H", "H", "H", "H", "H", "H", "H", "H", "H", "H", "H", "H", "H"], "coordinates": [[-0.11688, -0.09394, -1.46706], [0.99244, 3.69274, -4.42904], [3.30876, 0.49667, -3.64669], [-0.48728, 2.13219, 0.90045], [3.07946, 0.90028, 0.54508], [-1.34189, -1.80232, -0.71714], [-1.00262, -5.25606, -3.03129], [0.53295, -3.14692, -0.63950], [-1.53185, -1.68445, -5.10164], [-1.21872, -2.94998, -5.42000], [-2.29812, -3.69269, -5.12757], [-3.44253, -0.63511, -4.14548], [-1.58358, 2.05821, -2.94735], [1.23385, -1.87559, -0.62594], [-1.55764, 0.79788, -3.49907], [-3.66612, 1.55029, -3.37221], [-2.83747, 2.41255, -2.81609], [-3.31249, -2.93691, -4.68416], [0.37034, 3.72416, 3.51561], [-2.51866, 2.44241, 1.66566], [0.81901, 1.59771, 5.15527], [-3.33736, 0.14487, 1.11980], [5.89192, -5.48562, 0.33560], [0.61377, 1.34351, 3.76759], [5.97539, -3.34034, 1.32181], [0.72942, 4.00070, 4.82448], [-2.81477, 0.51284, -3.68458], [-1.25917, 4.68274, -0.70188], [-5.11376, 3.13847, 2.40988], [-2.82961, -6.78176, -0.26433], [-1.67186, -4.25870, -0.95218], [2.20201, 4.28690, 0.83415], [-0.74344, -2.99472, -1.21324], [2.47497, -1.94778, -0.17432], [5.14189, -5.01303, -0.73381], [0.67568, -0.09457, 3.34554], [1.05799, 4.72205, -0.05217], [-2.77616, -1.71850, -4.63866], [-2.20276, -6.61993, -1.52569], [-2.98993, -5.69097, 0.55178], [-4.11282, 4.03999, 2.61102], [-1.05562, 5.91639, -1.38683], [-2.82529, 3.70885, 2.18974], [-3.52809, 1.52680, 1.61824], [3.47419, -0.96653, 0.04297], [0.12125, 6.57184, -1.42567], [-2.52571, -4.40960, 0.13845], [1.22150, 5.91577, -0.75755], [5.23282, -2.75960, 0.24519], [0.95399, 2.93620, 5.62797], [4.80939, -1.32758, 0.21921], [2.59348, 2.58977, -3.30373], [-1.60950, -5.35042, -1.83598], [4.73664, -3.65056, -0.71144], [-0.19896, 4.14373, 0.05565], [6.29820, -4.66946, 1.35847], [0.29756, 2.45480, 2.94616], [-4.82671, 1.86954, 1.99232], [0.10384, 4.58153, 2.84495], [3.42900, 3.21685, -3.61612], [2.36825, 2.65696, -2.25936], [-5.62308, 1.16793, 1.79798], [2.25875, 6.34880, -0.83516], [-4.30556, 5.00234, 3.03985], [1.11434, -3.80747, -1.14752], [6.79548, -5.06388, 2.21618], [6.30208, -2.71428, 2.19264], [4.04409, -3.26197, -1.47246], [1.10519, 3.09225, 6.68542], [-2.25454, 4.26335, -0.69147], [-3.41906, -5.82961, 1.55006], [-4.42679, -0.67496, -3.93458], [-0.19224, -0.64015, 3.74006], [0.28768, 7.41645, -2.11630], [5.50177, -0.55559, 0.31453], [1.60295, -0.53527, 3.73464], [-2.33514, -0.25920, 1.38217], [2.67790, -2.98948, 0.08103], [-2.72785, -3.50649, 0.68115], [0.82262, 5.01533, 5.09604], [-3.05428, -7.75527, 0.07204], [2.26049, 4.76597, 1.81141], [-0.63182, -2.93901, -2.31479], [0.89211, 0.78518, 5.84811], [4.84848, -5.59915, -1.59076], [-2.09024, 4.48632, 2.26846], [-3.34665, 0.04988, 0.04229], [3.07336, 4.62448, 0.37458], [2.29188, 3.18612, 0.96556], [6.07020, -6.52184, 0.43394], [-1.54833, -4.77105, -3.71662], [-6.09997, 3.46042, 2.64119], [-1.87240, 6.30046, -1.94026], [-4.12354, -0.53267, 1.48337], [0.76750, -0.19593, 2.23865], [-2.06805, -7.42454, -2.20669]], "mulliken_charge": [1.17, 0.09, 0.06, 0.51, 0.07, -0.59, -0.60, -0.23, -0.19, -0.52, -0.38, -0.09, 0.11, 0.15, -0.48, -0.79, -0.29, -0.52, -0.21, -0.09, -0.90, -1.30, -0.31, 0.65, -0.24, -0.99, 0.60, -0.55, -0.61, -0.45, -0.36, -1.38, 0.14, -1.13, -0.88, -1.22, 0.97, 0.79, -0.41, -0.52, -1.20, -0.81, 0.19, 1.35, 0.26, -0.74, -0.64, -0.37, 0.24, -0.52, -1.05, -0.60, 0.41, -0.20, 0.72, -0.57, 0.76, -0.85, 0.30, 0.59, -0.04, 0.40, 0.26, 0.46, 0.43, 0.43, 0.31, 0.64, 0.36, 0.38, 0.36, 0.24, 0.38, 0.33, 0.61, 0.46, 0.09, 1.20, 0.36, 0.51, 0.42, 0.38, 0.55, 0.51, 0.42, 0.29, 0.25, 0.60, -0.53, 0.41, 0.36, 0.42, 0.48, 0.52, -0.13, 0.48], "homo_lumo_gap_ev": [4.0, 4.0], "de_lowest_ev": 6.982, "e_lumo_ha": [-0.0994, -0.0994]}

---

{"formula": "C36H96F8N9O21PS8", "method": "ωB97M-V with the def2-TZVPD basis set", "elements": ["S", "S", "S", "S", "S", "S", "S", "S", "P", "F", "F", "F", "F", "F", "F", "F", "F", "O", "O", "O", "O", "O", "O", "O", "O", "O", "O", "O", "O", "O", "O", "O", "O", "O", "O", "O", "O", "O", "N", "N", "N", "N", "N", "N", "N", "N", "N", "C", "C", "C", "C", "C", "C", "C", "C", "C", "C", "C", "C", "C", "C", "C", "C", "C", "C", "C", "C", "C", "C", "C", "C", "C", "C", "C", "C", "C", "C", "C", "C", "C", "C", "C", "C", "H", "H", "H", "H", "H", "H", "H", "H", "H", "H", "H", "H", "H", "H", "H", "H", "H", "H", "H", "H", "H", "H", "H", "H", "H", "H", "H", "H", "H", "H", "H", "H", "H", "H", "H", "H", "H", "H", "H", "H", "H", "H", "H", "H", "H", "H", "H", "H", "H", "H", "H", "H", "H", "H", "H", "H", "H", "H", "H", "H", "H", "H", "H", "H", "H", "H", "H", "H", "H", "H", "H", "H", "H", "H", "H", "H", "H", "H", "H", "H", "H", "H", "H", "H", "H", "H", "H", "H", "H", "H", "H", "H", "H", "H", "H", "H"], "coordinates": [[11.84953, -6.94211, -4.02786], [7.80763, -3.15357, -0.68417], [5.17475, -5.87270, -5.75834], [12.98850, -3.62319, 1.67498], [14.61353, -4.81824, 0.26464], [8.00829, -3.95940, 1.57284], [5.87017, -8.23860, -5.44981], [9.53748, -6.45852, -3.82159], [7.96651, -13.71492, -8.21356], [9.00633, -5.11932, 2.18764], [11.97630, -2.43938, 1.19076], [8.93867, -2.73102, -1.85559], [8.57185, -5.27633, -3.40810], [3.93899, -5.07058, -5.10603], [4.99116, -9.56692, -5.09086], [13.13596, -6.55881, -3.15753], [14.78598, -5.48507, -1.21698], [14.72662, -5.95118, 1.14496], [4.18505, -5.51174, 0.10346], [7.02064, -8.42488, -4.58943], [7.50651, -1.86128, -0.12027], [11.68753, -8.35701, -3.72024], [14.35531, -2.15488, -4.61369], [6.09911, -8.36080, -6.86391], [12.34316, -6.49831, -5.29560], [6.29802, -5.14633, -5.23164], [9.32077, -6.37505, -5.26080], [8.97738, -11.31196, -1.68094], [15.65441, -3.81908, 0.20152], [12.17537, -4.48279, 2.47772], [15.36612, -11.57494, -3.79343], [6.87686, -3.75956, -1.58488], [14.02982, -2.83306, 2.23198], [12.34176, -9.06096, 0.87871], [6.79726, -4.64775, 1.93702], [4.76466, -5.70542, -7.12317], [9.04269, -7.58280, -3.05278], [8.36558, -2.83166, 2.34619], [11.07718, -10.71703, 0.07886], [10.71762, -5.92894, -0.30462], [4.75443, -7.32411, -4.95477], [10.83156, -5.87694, -3.20687], [13.18982, -4.26194, 0.07018], [3.99833, -6.91697, -2.29896], [11.78201, -3.39895, -2.41812], [8.70356, -4.13398, 0.08723], [15.93003, -9.92211, -5.85444], [6.85601, -14.87820, -5.88966], [10.99644, -9.57262, -6.56245], [5.16349, -13.11824, -8.43505], [16.14524, -9.42461, -4.41648], [4.36113, -6.91762, 0.12395], [6.31202, -13.97064, -8.94124], [15.45160, -12.85655, -3.18868], [9.63265, -10.24749, -6.45745], [9.35842, -14.00397, -9.37122], [10.81346, -7.18768, 0.50330], [12.57006, -2.27430, -3.05852], [9.37305, -15.32518, -10.19155], [10.16199, -10.83943, -2.30208], [9.82620, -16.50716, -9.40598], [6.29170, -6.62646, -1.49346], [9.55582, -11.47516, -7.34469], [16.43068, -10.68173, -3.56393], [10.33993, -17.70655, -10.25846], [15.63874, -2.55736, -5.07431], [8.11468, -14.86196, -6.78904], [4.95084, -7.31952, -1.21941], [8.07409, -12.01330, -7.50702], [3.84223, -13.49280, -9.12446], [13.68499, -8.95500, 1.38653], [7.73867, -14.62620, -3.44317], [10.96766, -10.03053, -1.30433], [3.53068, -5.02413, 1.25981], [13.92722, -2.89191, -3.48937], [14.97437, -8.57036, -4.05240], [3.36408, -14.91826, -8.82820], [7.88992, -10.40692, -1.98246], [12.79735, -1.13516, -2.10152], [6.99902, -15.46758, -4.49909], [9.45229, -7.87616, 0.41765], [12.38865, -9.70048, -1.78157], [11.96520, -8.03079, -0.01717], [16.32204, -2.02548, -4.40304], [5.02093, -13.33090, -7.37183], [11.85244, -10.33956, 0.62371], [11.35757, -11.67963, -0.11995], [10.99796, -6.88179, 1.53321], [3.50157, -6.02814, -2.19609], [12.26394, -9.12808, -2.70494], [16.71091, -10.39656, -6.30755], [8.77970, -14.42460, -3.71480], [13.98341, -9.87173, 1.88630], [10.21183, -10.71083, 0.61510], [9.60716, -8.76336, 1.03485], [16.46852, -13.11893, -2.89321], [6.31834, -5.54631, -1.36120], [10.18761, -12.30923, -7.03432], [10.41272, -9.13841, -1.01240], [10.00449, -10.27636, -3.22329], [4.33862, -6.95351, -3.28195], [7.08933, -10.46280, -1.24541], [3.36049, -3.95400, 1.19331], [14.99498, -8.27275, -3.00412], [17.38740, -11.10737, -3.87901], [13.12421, -10.49143, -1.89843], [11.69166, -8.35244, -1.03060], [10.23800, -13.91905, -8.73319], [10.85019, -3.10364, -2.09206], [8.19283, -15.88851, -7.15887], [9.27450, -13.19940, -10.10454], [6.00800, -15.74353, -4.14360], [12.75694, -8.88696, -1.14844], [13.77137, -3.89741, -3.90410], [3.26437, -7.62742, -2.25337], [15.87397, -2.25149, -6.08947], [10.50403, -16.30909, -8.57250], [7.73162, -15.03590, -2.43781], [6.37599, -13.80835, -10.02372], [6.62517, -13.81893, -5.70021], [8.87447, -9.51423, -6.74473], [5.98114, -15.20253, -6.45055], [14.31068, -8.80897, 0.50158], [10.60952, -6.04303, -1.31619], [11.06759, -8.97878, -7.47446], [12.85407, -7.40651, -0.15870], [9.10211, -8.12537, -0.58696], [11.08649, -18.27216, -9.70621], [11.50316, -4.25473, -2.93844], [9.36356, -10.37632, -5.40653], [4.11176, -5.19565, 2.17238], [7.62910, -16.35870, -4.59642], [7.50348, -11.40098, -8.20468], [10.01722, -15.06657, -11.03433], [11.34296, -9.02613, -5.68440], [7.44277, -10.80379, -2.89513], [14.69172, -13.05949, -2.43700], [15.11727, -10.54067, -5.75712], [15.60820, -9.27203, -6.57755], [11.58036, -5.35942, -0.23672], [7.55534, -12.12004, -6.55287], [14.69399, -2.89016, -2.70982], [17.10654, -8.91192, -4.47818], [5.32910, -12.04328, -8.50020], [7.31382, -13.61749, -3.48772], [13.47397, -1.36580, -1.27705], [3.51947, -15.04769, -7.74682], [8.39190, -15.56553, -10.60681], [6.67690, -6.94009, -2.46488], [2.58398, -5.52335, 1.49275], [3.37578, -7.35058, 0.32814], [3.84586, -13.48025, -10.21831], [11.83934, -10.26628, -6.69511], [2.28803, -15.01328, -8.94082], [9.52551, -18.36519, -10.55520], [8.94947, -16.93094, -8.90325], [11.89825, -0.93291, -1.50763], [3.99724, -15.69232, -9.25929], [8.23340, -9.37809, -2.08727], [9.72808, -11.28778, -8.40607], [9.07173, -14.69193, -6.29162], [11.90276, -2.01960, -3.87956], [6.98042, -7.05901, -0.76060], [10.78166, -17.33390, -11.18397], [5.08051, -8.39977, -1.26188], [15.81398, -3.62831, -4.93907], [14.82428, -7.69575, -4.67954], [8.66030, -7.23212, 0.80178], [13.03158, -0.23714, -2.66628], [12.32424, -3.80584, -1.64104], [15.27800, -13.57704, -3.99475], [10.65936, -11.77530, -2.58134], [3.03496, -12.84271, -8.78852], [14.10991, -9.24261, -4.05947], [13.77394, -8.07814, 2.02248], [5.08332, -7.10679, 0.92349], [9.95803, -5.31566, 0.03457], [6.09912, -15.04123, -8.88733], [16.50785, -10.35766, -2.52389]], "mulliken_charge": [0.34, 0.53, 0.90, 0.89, 0.84, 0.77, 0.63, 0.83, 1.33, -0.33, -0.27, -0.45, -0.30, -0.32, -0.42, -0.13, -0.27, -0.61, -0.25, -0.30, -0.55, -0.04, -0.45, -0.58, -0.68, -0.43, -0.69, -0.59, -0.59, -0.54, -0.27, -0.62, -0.55, -0.35, -0.53, -0.56, 0.10, -0.52, 0.29, 2.89, -0.55, -0.97, -0.33, 0.11, 1.21, -0.13, -0.32, -0.43, -0.58, -0.30, 0.08, -0.96, -1.31, -0.85, 1.05, -1.02, 1.77, 0.32, -0.72, -0.78, -0.22, 0.42, -1.07, -0.77, -1.33, -0.72, -0.65, 0.08, -1.14, -0.78, -0.75, -1.07, 0.52, -0.88, -0.16, -1.13, -1.08, -0.20, -1.65, -0.82, -2.54, 1.10, -0.21, 0.32, 0.15, 0.28, 0.50, 0.27, 0.53, -1.51, 0.36, 0.24, 0.37, 0.39, 0.52, 0.37, 0.36, 0.49, -1.00, -0.47, 0.05, 0.34, 0.30, 0.26, 0.62, 0.61, -0.54, 0.45, 0.34, 0.38, 0.51, 0.38, -0.28, 0.12, 0.48, 0.30, 0.38, 0.49, 0.73, 0.14, 0.01, 0.33, 0.25, -1.06, 0.49, 0.24, 0.65, 0.35, 0.29, -0.54, 0.31, 0.31, 0.83, 0.52, -0.47, 0.30, 0.23, 0.32, 0.35, -0.67, 0.35, 0.47, 0.43, 0.39, 0.20, 0.33, 0.24, 0.28, -0.29, 0.35, 0.56, 0.34, 0.36, 0.39, 0.33, 0.12, 0.46, 0.28, -0.25, 0.32, 0.44, 0.48, -0.35, 0.34, 0.22, 0.22, 0.49, 0.88, 0.42, -0.34, 0.32, 0.77, 0.39, 0.14, 0.28, 0.34, 0.79, 0.46, 0.37], "homo_lumo_gap_ev": 8.3, "de_lowest_ev": 3.735, "charge": 2, "e_lumo_ha": -0.1805}